C4H2N5O2 | wB97M-V/def2-TZVPD

Each line ends with the Mulliken charge.
Element x y z (Å)
C -0.388 0.463 0.383  -0.73
C -0.338 1.756 0.634  0.48
C 1.866 0.107 -0.142  0.52
C 0.108 3.019 0.955  0.71
N 3.357 1.521 0.021  -0.54
N 2.766 -0.215 -1.114  -0.44
N 3.672 0.755 -0.996  -0.35
N 2.206 1.179 0.557  -0.14
N 0.634 -0.389 0.041  -0.21
O 0.867 3.944 1.139  -0.54
O -1.246 2.805 1.113  -0.48
H -1.226 -0.177 0.552  0.43
H 0.442 -1.221 -0.646  0.30

Properties
- Relative energy (zero: lowest compared OMol25 entry of this formula, charge and spin): 0.000 eV
- SMILES: O=C1O/C1=C/Nc1nnn[n-]1
- LUMO energy: 0.1256 Eh
- E_HOMO: -0.148 Eh
- Strongest force on any atom: 4.2 eV/A
- Total energy: -15723.4795 eV
- HOMO-LUMO gap: 7.4 eV
- Charge: -1